C31H66BrO18PSi2 | the ωB97M-V functional and the def2-TZVPD basis

Calculated values
HOMO = -0.2922 hartree
Multiplicity = 1
Charge = 0
Kohn-Sham gap = 8.4 eV

Each line ends with the Löwdin charge.
Element x y z (Å)
C 7.427 -1.851 -0.955  -0.215
C 7.663 -1.352 -2.499  -0.455
P 6.071 -0.331 -2.966  0.732
C 6.762 1.178 -3.917  -0.483
C 6.469 2.503 -2.960  -0.225
Si 4.671 -1.527 -4.163  0.318
O 2.991 -1.482 -3.590  -0.494
Si 2.046 -1.332 -5.076  0.134
Br 1.702 0.863 -5.713  0.253
C 0.404 -2.337 -5.089  -0.331
C -0.366 -2.436 -3.645  -0.253
C -1.531 -1.252 -3.451  -0.194
C -2.696 -1.952 -2.484  -0.175
C -3.819 -0.866 -1.947  -0.179
O -4.378 0.000 -2.996  -0.134
C -4.246 1.439 -2.644  -0.244
C -5.520 2.519 -2.729  -0.014
O -3.066 2.007 -2.269  -0.055
H 6.291 -2.182 -0.868  0.067
H 7.622 -0.928 -0.252  0.079
H 8.098 -2.761 -0.627  0.076
H 8.578 -0.590 -2.589  0.086
H 7.728 -2.217 -3.289  0.067
H 6.357 1.309 -5.007  0.073
H 7.951 1.114 -3.998  0.080
H 6.998 3.478 -3.350  0.071
H 5.292 2.630 -2.829  0.079
H 6.888 2.299 -1.876  0.066
H 5.108 -2.941 -4.116  -0.044
H 4.831 -1.102 -5.555  -0.064
H 2.896 -1.915 -6.146  -0.038
H 0.683 -3.438 -5.456  0.097
H -0.281 -1.850 -5.932  0.092
H -0.986 -3.456 -3.667  0.111
H 0.342 -2.437 -2.709  0.114
H -1.080 -0.355 -2.812  0.121
H -1.991 -0.893 -4.466  0.115
H -3.141 -2.836 -3.113  0.114
H -2.088 -2.420 -1.574  0.126
H -4.727 -1.524 -1.536  0.133
H -3.383 -0.261 -1.018  0.136
H -6.523 2.078 -2.318  0.095
H -5.620 2.866 -3.845  0.084
H -5.213 3.490 -2.109  0.108
C -0.928 -1.283 5.021  -0.063
C -1.200 0.211 5.011  -0.216
O -0.520 0.845 3.920  0.027
C -1.109 0.713 2.706  -0.530
O -2.153 0.122 2.473  0.081
O -0.325 1.330 1.788  0.000
C -0.788 1.190 0.446  -0.049
H 0.149 -1.479 5.011  0.084
H -1.366 -1.751 5.907  0.083
H -1.346 -1.768 4.134  0.064
H -0.809 0.657 5.931  0.123
H -2.274 0.427 4.979  0.125
H -1.834 1.501 0.351  0.086
H -0.660 0.156 0.115  0.095
H -0.179 1.837 -0.192  0.101
C 8.688 -0.639 4.337  -0.069
C 9.883 -0.002 3.649  -0.219
O 10.987 -0.913 3.601  0.024
C 10.920 -1.864 2.637  -0.548
O 10.022 -1.998 1.819  0.095
O 12.012 -2.660 2.753  -0.006
C 12.022 -3.762 1.848  -0.052
H 8.971 -1.028 5.320  0.082
H 7.879 0.087 4.461  0.081
H 8.304 -1.486 3.760  0.075
H 10.213 0.867 4.228  0.123
H 9.628 0.358 2.646  0.123
H 11.878 -3.431 0.814  0.096
H 11.252 -4.485 2.133  0.099
H 12.998 -4.250 1.918  0.094
C -3.920 -2.234 2.197  -0.070
C -5.397 -2.539 2.021  -0.211
O -5.662 -3.927 2.261  0.023
C -5.726 -4.294 3.565  -0.549
O -5.590 -3.554 4.528  0.104
O -5.942 -5.632 3.617  -0.009
C -5.943 -6.166 4.939  -0.054
H -3.311 -2.904 1.580  0.086
H -3.702 -1.199 1.920  0.053
H -3.605 -2.386 3.234  0.070
H -5.688 -2.335 0.985  0.112
H -6.020 -1.905 2.662  0.127
H -6.640 -5.624 5.587  0.096
H -4.930 -6.139 5.351  0.099
H -6.267 -7.209 4.883  0.094
C -1.968 4.687 5.634  -0.069
C -2.493 5.821 6.498  -0.219
O -3.406 5.327 7.485  0.023
C -2.839 4.743 8.569  -0.549
O -1.640 4.616 8.773  0.104
O -3.832 4.299 9.378  -0.008
C -3.369 3.583 10.521  -0.053
H -2.796 4.112 5.207  0.082
H -1.348 5.075 4.821  0.082
H -1.366 3.988 6.222  0.072
H -3.052 6.525 5.872  0.123
H -1.678 6.384 6.967  0.125
H -2.627 4.161 11.081  0.097
H -2.955 2.618 10.212  0.099
H -4.225 3.398 11.176  0.094
C -6.180 3.614 -9.924  -0.070
C -7.252 2.605 -9.550  -0.220
O -6.680 1.487 -8.861  0.024
C -6.392 1.690 -7.552  -0.545
O -6.586 2.720 -6.923  0.101
O -5.826 0.558 -7.063  0.002
C -5.393 0.667 -5.709  -0.066
H -5.373 3.130 -10.482  0.082
H -6.601 4.419 -10.533  0.080
H -5.727 4.059 -9.033  0.075
H -7.715 2.214 -10.462  0.123
H -8.050 3.064 -8.955  0.124
H -6.199 1.022 -5.060  0.085
H -4.526 1.333 -5.649  0.105
H -5.091 -0.327 -5.369  0.090